Density functional theory data (ωB97M-V/def2-TZVPD) for a single Cl2 molecule.

Geometry as ORCA input:
```
! wB97M-V def2-TZVPD RIJCOSX def2/J DEFGRID3
* xyz 0 1
Cl 0.12 0.21 0.95
Cl -0.12 -0.21 -0.95
*
```

Electronic energy   -920.34835 hartree
LUMO level   -0.029 Ha
F_max   0.54 eV/A
ΔE to the lowest compared entry with this formula, charge and spin   0.59 kJ/mol
Frontier orbital gap   10.2 eV

=====

Density functional theory data (ωB97M-V/def2-TZVPD) for a single C20H27N3O5 molecule.

Geometry as ORCA input:
```
! wB97M-V def2-TZVPD RIJCOSX def2/J DEFGRID3
* xyz 0 1
C -0.81 4.97 0.25
C 0.67 5.29 0.44
C 1.44 5.08 -0.88
C 2.91 4.81 -0.58
C 3.04 3.46 0.14
N 1.91 3.23 1.01
C 1.39 1.99 1.23
C 0.05 1.81 1.63
C -0.55 0.58 1.64
C 0.15 -0.57 1.25
C -0.48 -1.92 1.32
O -0.04 -2.79 2.04
N -1.61 -2.10 0.57
C -2.04 -1.25 -0.51
C -1.80 -1.94 -1.86
C -2.51 -3.29 -1.89
C -2.05 -4.15 -0.69
C -2.28 -3.38 0.61
O -2.24 -3.93 -3.12
C -3.36 -4.73 -3.44
C -4.51 -4.14 -2.61
O -3.91 -3.09 -1.87
C 1.49 -0.44 0.97
C 2.12 0.80 0.99
N 3.54 0.76 0.92
O 4.06 -0.11 0.24
O 4.17 1.55 1.60
C 1.34 4.44 1.54
H -1.24 5.60 -0.52
H -1.36 5.14 1.17
H -0.94 3.93 -0.05
H 0.75 6.34 0.74
H 1.33 5.96 -1.52
H 1.02 4.23 -1.41
H 3.49 4.77 -1.50
H 3.31 5.62 0.03
H 3.99 3.43 0.70
H 3.07 2.66 -0.61
H -0.54 2.67 1.91
H -1.58 0.50 1.95
H -1.50 -0.30 -0.48
H -3.11 -1.06 -0.40
H -0.73 -2.11 -2.02
H -2.18 -1.32 -2.67
H -0.99 -4.37 -0.82
H -2.60 -5.09 -0.67
H -1.89 -3.94 1.46
H -3.35 -3.20 0.74
H -3.17 -5.78 -3.19
H -3.53 -4.65 -4.52
H -5.30 -3.70 -3.22
H -4.94 -4.88 -1.93
H 2.09 -1.32 0.76
H 2.16 5.01 1.98
H 0.63 4.22 2.34
*
```

Electronic energy   -1318.69519 hartree
LUMO level   -0.002 Ha
F_max   1.32 eV/A
ΔE to the lowest compared entry with this formula, charge and spin   563.10 kJ/mol
Frontier orbital gap   8.0 eV

=====

Density functional theory data (ωB97M-V/def2-TZVPD) for 10 unconnected molecules or ions with the total composition C36H100N8O12.

Geometry as ORCA input:
```
! wB97M-V def2-TZVPD RIJCOSX def2/J DEFGRID3
* xyz 0 1
C 3.71 1.06 3.71
O 3.33 -0.23 4.25
C 4.41 -1.22 4.12
C 3.95 -2.58 4.75
C 4.96 -3.65 4.60
N 2.81 -3.11 4.08
H 4.55 1.39 4.32
H 2.92 1.80 3.83
H 4.06 0.99 2.68
H 4.61 -1.27 3.05
H 5.31 -0.87 4.63
H 3.73 -2.52 5.81
H 5.88 -3.48 5.15
H 5.30 -3.79 3.57
H 4.73 -4.60 5.08
H 3.03 -3.49 3.16
H 2.33 -2.27 3.79
C -2.85 5.16 -4.30
O -2.46 4.28 -5.33
C -2.84 2.90 -5.32
C -2.33 2.14 -4.06
C -0.80 1.95 -3.93
N -2.89 0.82 -4.16
H -2.66 6.18 -4.61
H -2.35 4.98 -3.35
H -3.91 5.16 -4.03
H -3.91 3.04 -5.15
H -2.68 2.36 -6.26
H -2.68 2.63 -3.15
H -0.36 2.89 -4.27
H -0.43 1.28 -4.70
H -0.42 1.54 -2.99
H -2.71 0.41 -3.26
H -3.89 0.94 -4.12
C -3.84 4.85 0.75
O -2.44 4.41 0.73
C -1.67 4.55 -0.45
C -1.27 6.03 -0.77
C -0.23 6.30 -1.88
N -0.54 6.41 0.44
H -3.97 5.93 0.77
H -4.26 4.45 1.67
H -4.32 4.43 -0.13
H -0.83 3.85 -0.41
H -2.25 4.24 -1.32
H -2.18 6.64 -0.78
H -0.33 7.35 -2.13
H -0.33 5.79 -2.84
H 0.79 6.05 -1.57
H 0.31 5.89 0.58
H -1.06 5.84 1.10
C -2.70 2.32 3.33
O -2.68 1.00 3.80
C -1.42 0.49 3.94
C -1.51 -1.04 4.22
C -0.13 -1.70 4.44
N -2.18 -1.71 3.14
H -3.69 2.78 3.41
H -2.53 2.52 2.27
H -2.04 3.00 3.86
H -0.84 0.71 3.04
H -0.93 1.06 4.73
H -2.14 -1.15 5.10
H 0.15 -1.76 5.49
H 0.67 -1.20 3.89
H -0.18 -2.75 4.15
H -1.40 -1.82 2.51
H -2.75 -0.98 2.73
C -3.20 -3.57 -2.24
O -2.17 -2.91 -2.91
C -2.46 -2.85 -4.33
C -1.14 -2.60 -5.14
C -0.11 -3.72 -4.86
N -0.66 -1.30 -4.76
H -4.18 -3.20 -2.52
H -3.08 -3.58 -1.16
H -3.23 -4.62 -2.53
H -2.94 -3.77 -4.65
H -3.14 -2.02 -4.48
H -1.37 -2.69 -6.20
H -0.39 -4.66 -5.34
H 0.03 -3.82 -3.78
H 0.88 -3.55 -5.28
H -0.43 -1.22 -3.78
H -1.30 -0.54 -4.94
C 5.10 -0.71 -0.60
O 4.76 -1.81 -1.43
C 4.85 -3.00 -0.61
C 4.38 -4.22 -1.45
C 2.94 -4.18 -1.92
N 4.47 -5.41 -0.54
H 4.24 -0.36 -0.03
H 5.38 0.07 -1.31
H 5.97 -0.91 0.01
H 5.88 -3.14 -0.28
H 4.17 -2.91 0.25
H 5.05 -4.23 -2.31
H 2.80 -3.29 -2.54
H 2.26 -4.15 -1.07
H 2.61 -4.95 -2.62
H 4.61 -6.21 -1.15
H 5.38 -5.47 -0.11
C 2.28 1.46 -1.58
O 2.22 1.95 -0.26
C 2.05 3.37 -0.17
C 2.17 3.93 1.27
C 1.02 3.48 2.15
N 2.29 5.39 1.23
H 2.21 0.37 -1.58
H 3.23 1.70 -2.05
H 1.54 1.77 -2.33
H 2.89 3.79 -0.72
H 1.26 3.87 -0.74
H 3.09 3.65 1.78
H 0.97 4.06 3.07
H 1.15 2.44 2.47
H 0.07 3.56 1.64
H 2.30 5.82 2.14
H 3.16 5.64 0.79
C 1.48 -1.39 0.95
O 0.14 -1.58 1.13
C -0.70 -1.61 -0.01
C -0.82 -0.32 -0.77
C -1.11 0.87 0.10
N -1.90 -0.44 -1.72
H 1.67 -0.36 0.65
H 1.86 -2.12 0.24
H 1.97 -1.78 1.84
H -0.45 -2.34 -0.78
H -1.71 -1.76 0.39
H 0.13 -0.04 -1.23
H -1.19 1.74 -0.54
H -0.37 1.21 0.82
H -2.10 0.85 0.57
H -2.72 -0.59 -1.16
H -1.79 -1.35 -2.15
O -4.55 -0.41 -0.45
C -5.20 0.09 0.75
C -6.63 -0.43 0.85
O -7.49 0.39 0.12
H -5.10 -0.36 -1.23
H -4.50 -0.12 1.56
H -5.24 1.18 0.68
H -6.88 -0.53 1.91
H -6.66 -1.44 0.44
H -7.86 1.06 0.69
O 2.70 -4.93 1.68
C 1.54 -5.67 1.45
C 0.48 -5.02 2.34
O 0.68 -5.38 3.70
H 3.31 -5.13 0.97
H 1.22 -5.60 0.41
H 1.78 -6.72 1.64
H -0.44 -5.42 1.92
H 0.40 -3.94 2.26
H 1.44 -4.93 4.06
*
```

Electronic energy   -2772.24988 hartree
LUMO level   0.014 Ha
F_max   3.25 eV/A
ΔE to the lowest compared entry with this formula, charge and spin   355.87 kJ/mol
Frontier orbital gap   9.0 eV

=====

Density functional theory data (ωB97M-V/def2-TZVPD) for a single C2H5NO2 molecule.

Geometry as ORCA input:
```
! wB97M-V def2-TZVPD RIJCOSX def2/J DEFGRID3
* xyz 0 1
C -1.38 0.29 1.09
O -0.78 -0.66 0.23
N -0.31 0.01 -0.89
C 1.13 0.08 -0.76
O 1.69 0.28 0.23
H -1.50 -0.48 1.98
H -2.36 0.69 0.64
H -0.66 1.04 1.37
H -0.71 -0.64 -1.55
H 1.59 0.13 -1.84
*
```

Electronic energy   -284.34136 hartree
LUMO level   0.035 Ha
F_max   6.40 eV/A
ΔE to the lowest compared entry with this formula, charge and spin   330.83 kJ/mol
Frontier orbital gap   10.9 eV

=====

Density functional theory data (ωB97M-V/def2-TZVPD) for a molecular structure, C24H36NO5P2STm.

Geometry as ORCA input:
```
! wB97M-V def2-TZVPD RIJCOSX def2/J DEFGRID3
* xyz 0 3
C 2.89 -2.89 2.07
C 2.40 -1.97 1.11
N 1.04 -1.63 1.17
C 0.33 -1.90 2.29
C 0.87 -2.65 3.33
C 2.15 -3.19 3.20
C 3.26 -1.52 0.06
P 2.80 -0.37 -1.21
Tm 0.15 -0.25 -0.51
P -1.99 -1.24 0.82
C -1.07 -1.31 2.42
C -0.37 -0.51 -3.07
C 0.09 0.68 -3.66
C -0.69 1.36 -4.60
C -1.95 0.85 -4.93
C -2.42 -0.34 -4.36
C -1.62 -1.06 -3.45
O 2.54 -4.85 -1.48
O 0.50 -3.47 -2.44
H 3.89 -3.27 1.91
H 0.26 -2.81 4.21
H 2.58 -3.79 3.99
C 3.88 1.07 -0.75
C 3.60 -0.87 -2.79
H -1.64 -1.94 3.12
H -1.02 -0.28 2.85
H 3.42 -4.89 -1.92
H 4.19 -2.05 -0.05
C -3.37 -0.17 1.29
C -2.71 -2.91 0.77
H 1.08 1.03 -3.36
H -0.29 2.27 -5.06
H -2.56 1.39 -5.65
H -3.41 -0.72 -4.62
H -1.98 -2.01 -3.01
H 0.53 -2.44 -2.24
H 0.68 -3.60 -3.38
H 1.20 -3.97 -1.93
H 2.53 -5.54 -0.79
H 0.47 -1.13 -2.53
H 4.91 0.90 -1.10
H 3.48 2.00 -1.18
H 3.89 1.16 0.34
H 4.70 -0.80 -2.74
H 3.32 -1.89 -3.08
H 3.26 -0.19 -3.59
H -3.47 -3.02 1.55
H -3.17 -3.04 -0.22
H -1.93 -3.67 0.89
H -4.00 -0.65 2.06
H -2.98 0.79 1.66
H -3.96 0.02 0.39
C -2.82 5.50 4.20
C -2.08 4.69 3.16
C -2.32 4.92 1.80
C -1.62 4.22 0.82
C -0.66 3.29 1.22
C -0.46 2.98 2.57
C -1.18 3.68 3.53
S 0.22 2.52 -0.10
O -0.80 1.71 -0.89
O 1.02 3.42 -0.87
O 1.02 1.41 0.61
H -2.61 6.57 4.12
H -3.90 5.39 4.10
H -2.54 5.19 5.22
H -3.05 5.67 1.51
H -1.78 4.43 -0.23
H 0.29 2.22 2.84
H -1.01 3.47 4.58
*
```

Electronic energy   -3533.04521 hartree
LUMO level (spin up / spin down)   0.012 / 0.014 Ha
⟨S²⟩   2.006
F_max   2.39 eV/A
ΔE to the lowest compared entry with this formula, charge and spin   0.00 kJ/mol
Frontier orbital gap (spin up / spin down)   4.0 / 3.9 eV

=====

Density functional theory data (ωB97M-V/def2-TZVPD) for a single C3H6INOS molecule.

Geometry as ORCA input:
```
! wB97M-V def2-TZVPD RIJCOSX def2/J DEFGRID3
* xyz 0 1
N 2.01 0.54 -1.24
S 1.15 -0.51 -0.53
O 1.76 -1.07 0.71
I 0.65 -2.38 -1.96
C -0.55 0.09 -0.42
C -1.35 -0.31 0.75
C -0.81 1.04 0.67
H 2.88 0.65 -0.71
H -0.81 0.23 -1.41
H -1.02 -1.04 1.47
H -2.41 -0.43 0.75
H -1.49 2.01 0.55
H 0.01 1.17 1.37
*
```

Electronic energy   -943.67300 hartree
LUMO level   -0.022 Ha
F_max   3.36 eV/A
ΔE to the lowest compared entry with this formula, charge and spin   302.65 kJ/mol
Frontier orbital gap   9.0 eV

=====

What is the ΔE to the lowest compared entry with this formula, charge and spin in the sixth record? 302.65 kJ/mol

=====

What is the formula in the fourth record? C2H5NO2

=====

Among the records above, which one has the lowest ΔE to the lowest compared entry with this formula, charge and spin? C24H36NO5P2STm

=====

Which value of F_max does entry 3 give? 3.25 eV/A